{
  "formula": "C53H47As2Br4CsF2N4O2S3",
  "method": "ωB97M-V/def2-TZVPD",
  "symbols": ["Cs", "C", "As", "C", "C", "C", "C", "C", "C", "C", "As", "C", "C", "H", "H", "H", "H", "H", "H", "H", "H", "H", "H", "H", "H", "H", "H", "H", "H", "N", "S", "N", "S", "N", "S", "N", "C", "C", "C", "C", "C", "C", "C", "C", "C", "C", "C", "C", "C", "C", "C", "C", "C", "C", "C", "C", "C", "C", "C", "C", "C", "C", "C", "C", "C", "C", "C", "C", "C", "C", "C", "C", "H", "H", "H", "H", "H", "H", "H", "H", "H", "H", "H", "H", "H", "H", "H", "H", "H", "H", "H", "H", "H", "H", "H", "H", "H", "H", "H", "H", "H", "H", "Br", "C", "C", "Br", "C", "Br", "C", "O", "C", "O", "C", "Br", "F", "C", "F", "H"],
  "positions_angstrom": [[0.772, -1.636, 1.188], [1.077, -2.314, 5.410], [-0.061, -1.182, 4.282], [-0.647, 0.160, 5.634], [-1.774, -2.298, 4.627], [-2.051, -2.798, 5.891], [-3.229, -3.481, 6.148], [-4.137, -3.685, 5.124], [-3.867, -3.194, 3.856], [-2.695, -2.489, 3.598], [-2.250, -1.580, 1.908], [-3.756, -2.174, 0.755], [-3.140, 0.054, 2.548], [1.021, -2.048, 6.469], [2.106, -2.193, 5.076], [0.801, -3.358, 5.281], [-1.658, -0.035, 5.996], [-0.622, 1.151, 5.180], [0.046, 0.158, 6.477], [-1.339, -2.645, 6.699], [-3.437, -3.857, 7.143], [-5.059, -4.224, 5.317], [-4.595, -3.364, 3.066], [-4.746, -1.921, 1.141], [-3.688, -3.249, 0.584], [-3.623, -1.682, -0.209], [-4.173, -0.157, 2.836], [-3.116, 0.815, 1.775], [-2.590, 0.423, 3.412], [-0.533, 0.592, 1.072], [0.051, 1.722, 0.394], [0.322, 1.639, -1.244], [-0.627, 1.509, -2.446], [-0.864, 0.103, -3.057], [-0.064, -1.189, -2.361], [-0.497, -1.623, -1.058], [1.654, -0.728, -2.773], [1.803, -0.137, -4.015], [3.048, 0.311, -4.419], [4.138, 0.156, -3.576], [3.986, -0.457, -2.343], [2.738, -0.911, -1.938], [-0.348, -2.382, -3.713], [0.589, -3.381, -3.922], [0.360, -4.343, -4.890], [-0.809, -4.311, -5.635], [-1.750, -3.317, -5.414], [-1.521, -2.355, -4.444], [0.126, 2.541, -3.680], [-0.333, 2.530, -5.007], [0.338, 3.252, -5.967], [1.474, 3.991, -5.639], [1.935, 3.987, -4.319], [1.277, 3.268, -3.351], [-2.281, 2.108, -2.127], [-2.958, 1.445, -1.101], [-4.227, 1.860, -0.757], [-4.826, 2.916, -1.432], [-4.139, 3.573, -2.451], [-2.865, 3.175, -2.797], [-0.933, 3.254, 0.531], [-0.975, 4.216, -0.465], [-1.863, 5.273, -0.343], [-2.693, 5.364, 0.760], [-2.632, 4.404, 1.762], [-1.750, 3.347, 1.642], [1.753, 2.267, 0.717], [2.049, 3.603, 0.909], [3.371, 3.995, 1.041], [4.388, 3.058, 0.972], [4.083, 1.719, 0.780], [2.761, 1.324, 0.667], [0.941, -0.027, -4.658], [3.162, 0.791, -5.382], [5.113, 0.504, -3.888], [4.841, -0.594, -1.698], [2.614, -1.405, -0.984], [1.494, -3.391, -3.331], [1.084, -5.126, -5.063], [-0.986, -5.059, -6.396], [-2.664, -3.299, -5.994], [-2.229, -1.563, -4.248], [-1.193, 1.925, -5.251], [-0.007, 3.238, -6.992], [2.005, 4.549, -6.397], [2.825, 4.542, -4.064], [1.643, 3.216, -2.337], [-2.470, 0.620, -0.601], [-4.764, 1.356, 0.033], [-5.827, 3.223, -1.169], [-4.614, 4.398, -2.963], [-2.316, 3.683, -3.577], [-0.315, 4.138, -1.316], [-1.903, 6.028, -1.114], [-3.380, 6.192, 0.847], [-3.266, 4.487, 2.632], [-1.660, 2.567, 2.381], [1.254, 4.332, 0.968], [3.601, 5.040, 1.203], [5.417, 3.372, 1.082], [4.864, 0.975, 0.729], [2.502, 0.285, 0.558], [4.211, -7.830, 2.024], [3.872, -5.982, 1.733], [4.765, -5.217, 1.017], [6.343, -5.990, 0.288], [4.483, -3.866, 0.834], [5.738, -2.750, -0.060], [3.333, -3.223, 1.295], [3.116, -1.991, 1.088], [2.373, -4.039, 2.047], [1.307, -3.526, 2.509], [2.716, -5.381, 2.232], [1.484, -6.416, 3.247], [2.270, 0.667, 5.468], [1.821, 0.344, 4.190], [1.367, 1.556, 3.698], [2.714, 0.083, 3.608]],
  "mulliken_charge": [3.59, -1.59, 1.78, -1.68, -1.06, -0.28, -0.70, -0.58, -0.46, -0.13, 1.62, -1.60, -0.47, 0.40, 0.37, 0.39, 0.48, 0.19, 0.45, 0.27, 0.36, 0.34, 0.25, 0.37, 0.44, 0.17, 0.49, -0.40, 0.13, 0.28, 1.24, -0.15, 0.70, -0.10, 1.25, -1.05, 0.10, -0.56, -0.80, -0.96, -0.23, -0.11, 0.20, -0.39, -0.83, -0.40, -0.76, -0.15, -0.05, -0.68, -0.83, -0.69, -0.98, 0.00, -0.02, 0.24, -0.40, -0.83, -0.83, -0.21, 0.01, 0.48, -0.65, -0.80, -0.90, -1.10, 0.19, -0.53, -0.93, -0.85, -0.91, 0.02, 0.61, 0.46, 0.39, 0.24, 0.48, 0.49, 0.41, 0.37, 0.39, 0.37, 0.53, 0.42, 0.41, 0.49, 0.66, 0.14, 0.47, 0.42, 0.41, 0.43, 0.41, 0.45, 0.37, 0.46, 0.62, 0.44, 0.43, 0.38, 0.57, -0.36, -0.25, 0.19, 0.03, -0.27, 0.23, -0.22, -0.45, -0.30, -0.57, -0.71, -0.06, -0.24, -0.36, -0.04, -0.34, -0.11],
  "homo_ev": -0.125,
  "charge": -2,
  "relative_energy_ev": 4.5888,
  "mol_weight_da": 1508.55,
  "e_lumo_ev": 2.79,
  "max_force_ev_per_a": 2.79,
  "orbital_gap_ev": 2.91,
  "multiplicity": 1
}